The following is a quantum chemistry calculation of a structure of composition C25H48Cl3N4O4SiTm in a non-equilibrium geometry, from the OMol25 dataset.

Values from the calculation:
E_tot = -115836.920 eV
strongest force on any atom = 2.69 eV/A
energy above the lowest of the compared OMol25 structures with the same formula, charge and spin = 28.9 kcal/mol
molecular weight = 772.062 g/mol
⟨S²⟩ = 2.00
highest occupied orbital energy = -6.87 eV
2S+1 = 3
Kohn-Sham gap = 7.2 eV

Each line ends with the Löwdin spin population.
CARTESIAN COORDINATES (ANGSTROEM)
Tm  -0.7733  -0.7595  -0.0540  2.012
Cl  0.8856  -1.5902  -1.9501  -0.002
Cl  -3.1191  -1.7697  0.1955  -0.002
Cl  -1.8143  0.4089  -2.1105  -0.001
Si  -2.9096  -0.8902  -3.4505  0.000
O  -0.4264  -2.8657  0.6188  -0.001
O  0.0892  1.5660  -0.9768  -0.001
O  0.9121  -0.6203  1.4183  -0.001
O  -1.7123  0.9274  1.1970  -0.001
N  2.5490  -2.1024  1.9109  0.000
N  -1.1879  -4.9616  0.2100  0.000
N  -1.7451  3.2119  1.0155  0.000
N  0.8343  -1.5487  3.4705  0.000
C  3.6306  1.7689  -0.1853  0.000
C  3.2697  -3.0741  2.7144  0.000
C  1.1014  -2.5521  4.4877  0.000
C  -2.9128  -0.1015  -5.1420  0.000
C  2.6718  2.6299  2.3011  0.000
C  0.5609  3.2360  -3.2844  0.000
C  1.3315  4.4710  -1.2307  0.000
C  2.2675  2.0211  -0.0073  0.000
C  -1.4404  -6.0262  -0.7488  0.000
C  -0.2625  -0.6337  3.7437  0.000
C  -1.3339  4.5056  1.5472  0.000
C  1.4340  -1.4240  2.2647  0.000
C  1.1456  3.3292  -1.9141  0.000
C  -2.1281  -2.5808  -3.5320  0.000
C  4.5212  2.0170  0.8643  0.000
C  -2.3627  3.2140  -0.3015  0.000
C  3.1135  -1.8034  0.6136  0.000
C  1.3447  1.9798  -1.2352  0.000
C  -1.8354  -5.0754  1.5164  0.000
C  0.9670  5.8178  -1.7358  0.000
C  1.7918  2.4324  1.2314  0.000
C  4.0465  2.4421  2.1051  0.000
C  -0.5469  -3.8640  -0.1414  0.000
C  -4.6521  -0.9901  -2.7870  0.000
C  -1.4913  2.0654  1.6696  0.000
H  2.0720  -2.3971  4.9720  0.000
H  3.3822  -0.7398  0.5320  0.000
H  -0.1364  -3.8296  -1.1643  0.000
H  2.3851  -2.0285  -0.1850  0.000
H  4.0058  -2.4214  0.4777  0.000
H  0.7701  6.4871  -0.8890  0.000
H  5.5962  1.8769  0.6945  0.000
H  1.8346  4.4460  -0.2585  0.000
H  -2.9851  4.1118  -0.3856  0.000
H  -1.4157  -2.7544  -2.7178  0.000
H  0.3223  -2.4469  5.2515  0.000
H  1.1117  2.4882  -3.8732  0.000
H  -1.1088  -0.8052  3.0630  0.000
H  -2.9643  2.3099  -0.4323  0.000
H  -3.3232  -0.7984  -5.8868  0.000
H  -2.9268  -5.0558  1.3997  0.000
H  0.6216  4.1992  -3.7968  0.000
H  -1.5154  -4.2444  2.1452  0.000
H  -1.5781  -2.7002  -4.4755  0.000
H  1.7946  1.2833  -1.9714  0.000
H  -1.5492  -6.0347  1.9602  0.000
H  -5.3213  -0.3043  -3.3193  0.000
H  0.0709  0.4042  3.6308  0.000
H  -5.0523  -2.0025  -2.9170  0.000
H  3.9618  1.4213  -1.1651  0.000
H  -0.3758  4.8320  1.1098  0.000
H  0.0711  5.7972  -2.3748  0.000
H  -2.0961  5.2529  1.2983  0.000
H  -0.8711  -5.8184  -1.6573  0.000
H  -2.5111  -6.0898  -0.9936  0.000
H  1.0388  -3.5719  4.0864  0.000
H  -1.5848  3.2455  -1.0790  0.000
H  -4.6819  -0.7635  -1.7166  0.000
H  -1.2191  4.4376  2.6363  0.000
H  2.6615  -3.9619  2.9394  0.000
H  -0.5858  -0.7988  4.7764  0.000
H  2.2746  2.9408  3.2658  0.000
H  -1.8975  0.1647  -5.4600  0.000
H  0.7198  2.6287  1.3306  0.000
H  -0.4892  2.9081  -3.2439  0.000
H  4.1286  -3.4071  2.1207  0.000
H  4.7424  2.6302  2.9214  0.000
H  -1.0705  2.2229  2.6874  0.000
H  -3.5356  0.7983  -5.1601  0.000
H  -2.9017  -3.3625  -3.4914  0.000
H  1.7899  6.2645  -2.3149  0.000
H  -1.1252  -6.9878  -0.3254  0.000
H  3.6526  -2.6377  3.6475  0.000

***

The following is a quantum chemistry calculation of a structure of composition C25H48FeN5O2Si, from the OMol25 dataset.

Values from the calculation:
E_tot = -80501.190 eV
strongest force on any atom = 0.69 eV/A
molecular weight = 534.623 g/mol
⟨S²⟩ = 1.02
net charge = +2
highest occupied orbital energy (spin up / spin down) = -14.13 / -13.11 eV
2S+1 = 2
Kohn-Sham gap (spin up / spin down) = 8.6 / 8.1 eV

Each line ends with the Löwdin spin population.
CARTESIAN COORDINATES (ANGSTROEM)
Fe  0.3171  0.0868  -0.3475  1.374
Si  -1.8010  0.0885  0.9440  -0.191
O  1.4892  0.3831  1.2095  -0.017
O  0.7034  -3.4379  -0.9222  0.004
N  2.0359  -3.5492  0.9266  -0.002
N  1.1655  -1.5129  0.2153  -0.014
N  -0.2084  -0.6021  -2.1288  -0.006
N  4.1752  2.6401  -2.3644  0.000
N  2.1852  1.4082  -1.4502  0.016
C  1.7840  -0.8703  1.2235  -0.008
C  -0.9109  2.3599  -0.3275  -0.011
C  -0.8623  -2.5509  -3.7110  0.000
C  -1.4754  0.4951  2.7962  -0.030
C  2.4525  2.5858  -0.6136  0.000
C  -0.4833  -1.4570  -2.8408  0.000
C  3.0859  2.6420  -3.3999  0.001
C  -4.3826  -1.0061  0.8181  -0.011
C  2.1225  -5.0038  0.7592  0.000
C  -0.7293  1.8207  3.0140  -0.001
C  1.2473  -2.8591  -0.0030  0.001
C  -0.6517  -0.5830  3.5234  -0.002
C  2.6880  -2.9096  1.9256  -0.002
C  3.7059  3.3367  -1.1167  0.000
C  2.6256  -1.5644  2.1195  -0.002
C  -3.2216  2.5914  0.6247  -0.011
C  -2.8671  1.3510  -1.4752  -0.001
C  -2.7568  -1.9900  -0.7979  -0.003
C  4.5832  1.2292  -2.0455  0.000
C  -2.2531  1.6400  -0.0995  -0.035
C  -2.6149  -2.5971  1.5842  -0.001
C  3.3514  0.5206  -1.4357  0.001
C  -2.9125  -1.4347  0.6250  -0.025
C  1.9021  1.8304  -2.8245  0.001
C  -2.8414  0.5966  3.5117  -0.012
H  -3.3468  -0.3655  3.5760  0.000
H  -2.8353  -2.3571  2.6221  0.000
H  3.1329  -1.0740  2.9341  0.000
H  2.7880  -5.4023  1.5192  0.000
H  0.9957  2.4344  -2.8290  0.000
H  -0.4056  2.6453  0.5935  -0.001
H  3.5039  4.3727  -1.3813  0.000
H  -2.6680  0.9361  4.5367  -0.003
H  -0.2733  -3.4244  -3.4326  0.000
H  -0.7209  -0.3972  4.5993  0.000
H  4.9201  0.7743  -2.9750  0.000
H  -3.8420  0.8730  -1.3996  0.000
H  -3.0185  2.3024  -1.9950  0.000
H  -1.2900  2.6938  2.6837  0.000
H  -3.5221  1.3098  3.0445  0.000
H  -1.5749  -2.9296  1.5170  -0.001
H  -0.6910  -2.2845  -4.7525  0.000
H  3.4993  2.2040  -4.3062  0.000
H  -4.5823  -0.5955  1.8065  0.000
H  -5.0187  -1.8879  0.6982  -0.003
H  1.5808  3.2389  -0.6469  0.000
H  3.1142  -0.3810  -1.9996  0.000
H  4.9824  3.1394  -2.7361  0.000
H  1.1346  -5.4458  0.8636  0.000
H  -2.2322  0.7325  -2.1055  0.000
H  -4.7048  -0.2749  0.0766  0.000
H  -3.2462  -3.4465  1.3086  0.000
H  -4.1888  2.1147  0.7916  0.000
H  3.2692  -3.5488  2.5768  0.000
H  -2.8499  2.9439  1.5837  0.000
H  -1.0656  3.2672  -0.9252  0.000
H  -0.5633  1.9438  4.0881  0.000
H  3.5498  0.2331  -0.4045  0.000
H  4.5298  3.3109  -0.4060  0.000
H  0.2514  1.8198  2.5352  0.000
H  2.5827  2.2532  0.4139  0.000
H  -3.3984  3.4703  -0.0035  -0.003
H  2.5061  -5.2373  -0.2305  0.000
H  -0.2014  1.7854  -0.9747  -0.003
H  -1.9202  -2.7649  -3.5580  0.000
H  -2.9325  -1.2348  -1.5653  0.000
H  1.7135  0.9443  -3.4285  0.000
H  5.4236  1.2833  -1.3564  0.000
H  2.8322  3.6816  -3.5975  0.000
H  0.3993  -0.5192  3.2611  0.000
H  -0.9960  -1.5994  3.3502  0.000
H  -3.4986  -2.7809  -0.9431  0.000
H  -1.7700  -2.4347  -0.9441  0.000

***

The following is a quantum chemistry calculation of a structure of composition C25H48IrP2 in a non-equilibrium geometry, from the OMol25 dataset.

Values from the calculation:
E_tot = -48096.786 eV
strongest force on any atom = 4.84 eV/A
molecular weight = 602.824 g/mol
⟨S²⟩ = 8.78
net charge = +2
highest occupied orbital energy (spin up / spin down) = -10.33 / -14.26 eV
2S+1 = 6
Kohn-Sham gap (spin up / spin down) = 3.9 / 4.6 eV

Each line ends with the Löwdin spin population.
CARTESIAN COORDINATES (ANGSTROEM)
Ir  0.2148  -0.2161  0.5843  1.614
P  1.1612  -2.4039  0.5042  0.126
P  1.8369  1.8865  1.2098  0.198
C  2.1402  -0.1713  -2.5535  0.019
C  3.5348  1.1911  1.2138  0.022
C  -2.0027  3.1724  0.3991  0.043
C  0.1395  -1.7749  -2.7273  0.427
C  -1.4419  0.8924  1.4880  0.170
C  -3.4600  -1.6210  -0.4689  0.053
C  -0.9764  -1.0301  -2.7803  0.451
C  2.7427  -2.5848  -0.3646  0.030
C  -1.0783  0.2974  -3.4465  0.065
C  -2.0308  -1.5439  2.2310  0.016
C  -1.5016  1.3860  2.9150  0.017
C  -2.7994  0.8716  -0.4323  0.123
C  1.5722  -3.4102  1.9816  0.002
C  -1.7568  -0.5342  1.1508  0.097
C  -3.6720  1.3667  -1.5430  0.008
C  -0.1881  -3.4381  -0.1680  0.061
C  1.4050  0.3374  -1.3161  0.095
C  -0.2824  1.4681  -2.8007  0.035
C  -2.0720  1.7006  0.4384  0.288
C  0.9036  -0.5422  2.5777  0.143
C  1.7097  2.7076  2.8164  0.025
C  1.4608  -1.3504  -3.2864  0.054
C  2.0123  3.3291  0.1006  0.043
C  -2.6644  -0.4632  -0.0169  0.324
C  0.3433  1.1794  -1.4645  0.138
H  0.0437  -2.8565  -2.5559  0.014
H  -3.2136  2.2153  -2.0687  0.001
H  3.1565  -3.5810  -0.1885  0.005
H  3.5813  0.2884  1.8278  0.001
H  -2.9778  3.6147  0.6582  0.016
H  -2.1308  0.5982  -3.4606  0.002
H  -3.1180  -1.6258  2.3532  0.004
H  0.7571  3.2412  2.8867  0.001
H  -0.7659  0.2335  -4.4955  0.025
H  3.1606  -0.4626  -2.2563  0.003
H  -1.2650  3.5424  1.1243  0.001
H  1.7768  1.9763  3.6250  0.000
H  2.3038  -2.9157  2.6228  0.001
H  2.1448  -2.2044  -3.2209  0.001
H  0.6912  0.2984  3.2456  0.009
H  -1.7293  3.5556  -0.6016  0.010
H  -0.6407  -4.0073  0.6532  0.005
H  -0.9699  2.3263  -2.6731  0.003
H  0.4946  1.8261  -3.5087  0.005
H  -3.0604  -2.0479  -1.3973  0.020
H  -3.8930  0.5814  -2.2769  0.001
H  -1.6500  -2.5339  1.9554  0.002
H  -0.8602  2.2635  3.0629  0.003
H  1.9954  -0.7006  2.6016  0.017
H  -1.2487  0.6152  3.6509  0.001
H  2.0255  0.2013  -0.3764  0.031
H  0.6777  -3.6225  2.5714  0.000
H  -2.5371  1.7103  3.1225  0.006
H  2.2562  3.0204  -0.9188  0.002
H  2.6587  -2.4325  -1.4387  0.001
H  1.3898  -1.1024  -4.3584  0.021
H  1.0648  3.8793  0.0600  0.001
H  -0.9621  -2.7995  -0.6063  0.010
H  1.9970  -4.3696  1.6621  0.001
H  3.8570  0.9297  0.2015  0.001
H  2.2734  0.6814  -3.2557  -0.001
H  -3.4456  -2.4145  0.2830  0.002
H  2.5248  3.4392  2.9079  0.007
H  2.8014  3.9882  0.4782  0.009
H  -4.5049  -1.3247  -0.6598  0.010
H  -1.6185  -1.2530  3.1986  0.000
H  4.2327  1.9366  1.6146  0.005
H  -1.9337  -1.5391  -2.6384  0.017
H  0.4419  -1.4252  3.0392  0.010
H  -0.0422  1.8060  -0.6311  0.019
H  3.4527  -1.8489  0.0292  0.000
H  -4.6389  1.7300  -1.1622  0.003
H  0.1970  -4.1333  -0.9270  0.003